Entry 1:
ORCA calculation (wB97M-V/def2-TZVPD) on a gas-phase ion, C2H6Cl2P (charge +1).

Calculated values
* LUMO level: -7.073 eV
* Kohn-Sham gap: 8.739 eV
* energy above the lowest of the compared OMol25 structures with the same formula, charge and spin: 241.6 kJ/mol
* charge: +1

Each line ends with the Mulliken charge.
Geometry (Å):
C 1.22036 0.80405 -0.31769  -0.918
C -1.54849 -0.03591 0.32057  -0.846
P 0.20386 -0.58582 0.17612  0.817
Cl 0.85256 -1.28791 1.87971  -0.052
Cl 0.75726 -2.25450 -1.70054  -0.161
H 0.79993 1.29058 -1.26300  0.371
H 2.34512 0.39643 -0.44432  0.350
H 1.24299 1.49977 0.52729  0.391
H -2.00427 0.02770 1.26642  0.385
H -2.23132 -0.72303 -0.15241  0.361
H -1.63801 0.86864 -0.29214  0.303

Cartesian forces (eV/Å) of the 2 atoms listed first:
2.078 -0.693 -1.078
0.530 -0.637 -2.184

***

Entry 2:
ORCA calculation (wB97M-V/def2-TZVPD) on a molecular structure, LiNa.

Calculated values
* LUMO level: -8.323 eV
* Kohn-Sham gap: 36.101 eV
* energy above the lowest of the compared OMol25 structures with the same formula, charge and spin: 6.2 kJ/mol
* charge: +2

Each line ends with the Mulliken charge.
Geometry (Å):
Na 0.00000 0.00000 -3.30000  1.000
Li 0.00000 0.00000 3.30000  1.000

Cartesian forces, eV/Å:
0.000 0.000 -0.330
0.000 0.000 0.330

***

Entry 3:
ORCA calculation (wB97M-V/def2-TZVPD) on a molecular structure, C13H28N5RhSi.

Calculated values
* LUMO level (alpha / beta): -8.990 / -8.962 eV
* Kohn-Sham gap (alpha / beta): 5.341 / 5.383 eV
* energy above the lowest of the compared OMol25 structures with the same formula, charge and spin: 131.7 kJ/mol
* charge: +2

Each line ends with the Mulliken charge.
Geometry (Å):
Rh -0.45199 -0.36129 0.49256  0.310
N -0.64019 -0.36089 2.80606  -0.257
C -1.89199 0.28261 3.23526  -0.576
C -2.26679 1.38351 2.24196  -0.667
N -2.27989 0.89551 0.85246  0.125
C -3.46389 0.10501 0.45766  -0.564
C -3.32179 -1.39409 0.75256  -0.523
N -2.08899 -1.92889 0.15596  -0.317
H -0.54959 -1.27569 3.23976  0.256
H 0.15141 0.19801 3.12916  0.198
H -1.79909 0.72531 4.23246  0.435
H -2.68619 -0.46069 3.29116  0.298
H -1.52139 2.18001 2.30866  0.394
H -3.24089 1.80251 2.51686  0.372
H -2.23319 1.70961 0.24066  0.213
H -3.61279 0.23301 -0.61804  0.384
H -4.35879 0.47611 0.96936  0.337
H -4.21089 -1.90579 0.36336  0.438
H -3.29269 -1.56809 1.82716  0.251
H -2.21999 -2.06219 -0.84684  0.228
H -1.87699 -2.84139 0.55576  0.227
C -1.53779 -0.91419 -3.36164  -1.573
C -0.14319 -1.12539 -2.88664  0.691
C 0.83231 -1.70179 -3.71864  -0.672
C 2.14411 -1.79609 -3.27084  -0.495
C 2.48121 -1.26789 -2.04014  -0.381
C 1.45581 -0.71459 -1.24374  0.809
N 0.16551 -0.71269 -1.67254  -0.088
N 1.60021 -0.09639 -0.07684  -0.209
Si 2.75021 1.11751 0.40906  -0.092
C 4.48361 0.44381 0.80706  -1.019
C 2.73621 2.26641 -1.13944  -0.999
C 1.85561 1.95481 1.87206  -0.859
H -1.51799 -0.29289 -4.25694  0.448
H -2.11869 -0.40849 -2.59264  0.216
H -2.01309 -1.85439 -3.63584  0.368
H 0.54151 -2.05709 -4.69354  0.466
H 2.89841 -2.24959 -3.89474  0.474
H 3.49271 -1.27569 -1.67264  0.453
H 4.94191 -0.04529 -0.04654  0.353
H 4.44961 -0.26529 1.62916  0.359
H 5.12381 1.27011 1.10046  0.376
H 3.25201 1.78951 -1.96694  0.337
H 3.23491 3.20301 -0.91394  0.423
H 1.71581 2.48181 -1.44434  0.308
H 1.99041 1.40901 2.80036  0.281
H 0.78841 2.05931 1.66796  0.004
H 2.25281 2.95031 2.03826  0.463

Cartesian forces (eV/Å) of the 2 atoms listed first:
0.924 -0.790 -1.462
0.673 0.263 -1.261

***

Entry 4:
ORCA calculation (wB97M-V/def2-TZVPD) on 5 unconnected molecules or ions with the total composition C11H22Cl8O3.

Calculated values
* SMILES string: COC(=O)OC.ClCCCl.ClCCCl.ClCCCl.ClCCCl
* LUMO level: 0.349 eV
* Kohn-Sham gap: 10.940 eV
* energy above the lowest of the compared OMol25 structures with the same formula, charge and spin: 135.9 kJ/mol
* charge: 0

Each line ends with the Mulliken charge.
Geometry (Å):
C -10.47937 9.41235 -9.31775  -0.629
O -10.53395 9.80616 -7.91616  -0.300
C -11.47067 9.46373 -7.14714  0.797
O -12.35315 8.60122 -7.31406  -0.602
O -11.31314 10.12528 -5.96389  -0.324
C -12.08925 9.83718 -4.79608  -0.758
H -9.56802 9.58769 -9.88940  0.247
H -11.37595 9.88207 -9.72223  0.293
H -10.66341 8.34231 -9.41401  0.303
H -12.93811 9.19295 -5.02523  0.364
H -12.68562 10.63529 -4.35399  0.375
H -11.54899 9.24615 -4.05654  0.235
Cl -13.88556 10.88936 5.57831  -0.201
C -14.09163 9.83804 4.18172  -0.123
C -15.60687 9.86555 3.80247  -0.554
Cl -15.71169 8.84788 2.33077  -0.078
H -13.66169 8.89134 4.50884  0.063
H -13.61638 10.29929 3.31599  0.247
H -16.01271 10.84592 3.55294  0.354
H -16.19855 9.41419 4.59889  0.319
Cl -16.63098 4.53283 -3.50523  -0.186
C -17.11635 5.17583 -1.85637  -0.366
C -17.19146 6.69199 -1.64149  -0.121
Cl -18.69259 7.22304 -2.56982  -0.213
H -16.34380 4.91879 -1.13166  0.173
H -17.96802 4.63290 -1.44651  0.398
H -16.39769 7.29044 -2.08860  0.061
H -17.14478 6.92248 -0.57717  0.241
Cl -12.47752 3.59571 3.34330  -0.172
C -12.22082 5.17717 2.85984  -0.291
C -13.42798 6.06740 3.28183  -0.138
Cl -14.86565 5.76313 2.21767  -0.112
H -11.96496 5.20606 1.80069  0.145
H -11.31247 5.57813 3.30954  0.323
H -13.22966 7.09704 2.98416  -0.191
H -13.63142 6.02009 4.35164  0.418
Cl -13.28624 10.72988 -0.66709  -0.223
C -12.85249 9.04042 -0.12498  -0.102
C -12.95300 8.15137 -1.32722  -0.299
Cl -12.95104 6.50214 -0.76251  -0.152
H -13.57917 8.65656 0.59106  -0.050
H -11.90572 9.08704 0.41310  0.352
H -11.98898 8.32253 -1.80623  0.152
H -13.83534 8.31563 -1.94578  0.326

Cartesian forces (eV/Å) of the 2 atoms listed first:
-2.171 -1.031 0.306
3.512 1.304 -2.325

***

Entry 5:
ORCA calculation (wB97M-V/def2-TZVPD) on a molecular structure, C13H11Br3InN3O7.

Calculated values
* LUMO level: -12.657 eV
* Kohn-Sham gap: 2.065 eV
* charge: +2

Each line ends with the Mulliken charge.
Geometry (Å):
In 3.33863 -19.95417 4.91197  0.964
N 1.02770 -17.06133 4.20211  1.172
O 0.05404 -16.36133 3.91099  -0.475
O 2.07393 -16.61548 4.73648  -0.563
O 1.09490 -18.22298 3.94691  -0.612
C 1.91802 -14.61307 7.40180  -0.339
C 0.67098 -14.17153 7.00658  0.256
C -0.05293 -13.26635 7.72041  -0.021
C 0.38673 -12.87929 8.99771  -0.416
C 1.64631 -13.36088 9.41248  -0.107
C 2.42386 -14.27584 8.64201  -0.567
N -0.42826 -11.92002 9.81096  0.935
O 0.08341 -11.52179 10.87291  -0.502
O -1.46267 -11.52657 9.27253  -0.531
H 2.47571 -15.24854 6.72981  0.412
H 0.20030 -14.43941 6.07218  0.122
H -0.95843 -12.85117 7.30316  0.560
H 2.10994 -13.03389 10.33146  0.454
H 3.41751 -14.62791 8.87677  0.426
C -3.56607 -17.06492 1.27189  -0.660
C -2.78846 -17.86079 2.08022  -0.295
C -3.28486 -18.74534 3.00720  -0.241
C -4.66764 -18.94645 3.08043  0.104
C -5.49049 -18.23485 2.18894  -0.224
C -4.95770 -17.29373 1.27845  -0.376
N -5.22516 -19.90428 3.98700  0.913
O -4.47195 -20.70835 4.56232  -0.534
O -6.45414 -19.83703 4.17492  -0.510
H -3.20992 -16.30305 0.59432  0.508
H -1.72050 -17.71852 2.00533  0.429
H -2.61109 -19.23300 3.69614  0.467
H -6.56284 -18.36210 2.20545  0.475
H -5.62920 -16.79110 0.59812  0.440
C -2.43901 -13.73564 3.76227  -0.179
Br -3.73705 -12.85599 2.49222  0.046
Br -3.30673 -14.77383 5.26042  0.041
Br -1.20144 -12.29629 4.52059  0.047
H -1.86221 -14.47237 3.20314  0.379

Cartesian forces (eV/Å) of the 2 atoms listed first:
-0.198 0.238 -0.146
1.503 2.195 0.473

***

no.,F_max (eV/A)
1,4.03
2,0.33
3,4.34
4,6.04
5,4.08